The following is a quantum chemistry calculation of a cluster of 11 separate species, C22H44Br22 in total at a distorted geometry, from OMol25.

The LUMO energy comes out at 0.1 eV. The value obtained for the HOMO-LUMO gap is 9.9 eV. The value obtained for the relative energy (zero: lowest compared OMol25 entry of this formula, charge and spin) is 0.0 kJ/mol. The total energy comes out at -57493.03647 hartree. The value obtained for the HOMO energy is -9.8 eV. As for the SMILES: BrCCBr.BrCCBr.BrCCBr.BrCCBr.BrCCBr.BrCCBr.BrCCBr.BrCCBr.BrCCBr.BrCCBr.BrCCBr.

The geometry in XYZ format:
```
88
C22H44Br22, DFT the ωB97M-V functional and the def2-TZVPD basis
Br -5.68 20.45 8.19
C -5.31 19.44 9.81
C -4.09 19.92 10.51
Br -2.49 19.94 9.39
H -5.21 18.42 9.46
H -6.17 19.48 10.46
H -3.85 19.30 11.38
H -4.16 20.94 10.85
Br -8.17 23.29 22.00
C -8.44 23.53 20.09
C -7.57 22.51 19.38
Br -7.90 22.63 17.48
H -8.10 24.53 19.81
H -9.50 23.40 19.91
H -7.71 21.49 19.73
H -6.52 22.73 19.58
Br -4.04 21.25 13.95
C -5.95 20.93 13.71
C -6.46 20.35 15.01
Br -8.39 20.09 14.93
H -6.06 20.22 12.89
H -6.38 21.88 13.43
H -6.17 20.88 15.90
H -6.07 19.33 15.04
Br -3.51 20.50 21.35
C -2.60 21.85 20.27
C -2.46 21.43 18.84
Br -4.17 21.41 17.93
H -1.62 21.95 20.73
H -3.21 22.74 20.36
H -1.92 20.51 18.67
H -1.90 22.24 18.37
Br -7.88 22.61 11.16
C -8.38 24.48 11.11
C -9.69 24.70 11.76
Br -9.71 24.14 13.62
H -8.38 24.73 10.06
H -7.60 25.04 11.62
H -10.53 24.24 11.24
H -9.91 25.77 11.77
Br -5.26 24.87 13.47
C -5.77 25.44 15.27
C -4.78 24.84 16.22
Br -4.92 25.72 17.95
H -6.79 25.14 15.45
H -5.71 26.52 15.24
H -3.76 24.94 15.89
H -4.98 23.78 16.35
Br -4.07 16.50 21.22
C -4.88 16.66 19.45
C -5.22 18.10 19.18
Br -6.12 18.20 17.47
H -5.75 16.01 19.41
H -4.16 16.27 18.74
H -4.29 18.66 19.09
H -5.80 18.62 19.93
Br -8.92 18.87 11.22
C -10.34 20.03 11.80
C -11.23 19.31 12.78
Br -12.59 20.52 13.47
H -10.94 20.35 10.96
H -9.90 20.89 12.30
H -10.67 18.94 13.64
H -11.77 18.48 12.35
Br -11.45 17.85 17.91
C -11.49 19.73 18.31
C -11.61 20.50 17.04
Br -11.52 22.40 17.37
H -10.60 20.00 18.88
H -12.31 19.96 18.99
H -12.60 20.30 16.61
H -10.90 20.24 16.27
Br -5.54 16.81 12.24
C -6.93 15.83 13.22
C -7.74 16.86 13.96
Br -9.59 16.37 14.22
H -6.43 15.10 13.84
H -7.51 15.37 12.43
H -7.73 17.81 13.43
H -7.34 17.08 14.94
Br -3.59 16.07 15.49
C -2.18 17.16 16.25
C -2.07 18.42 15.46
Br -0.64 19.53 16.23
H -1.27 16.57 16.20
H -2.41 17.37 17.29
H -2.96 19.03 15.51
H -1.76 18.27 14.43
```